# 1
Here is a molecular structure, C18H20ClNO11P2RuS2 from OMol25. Energies are from ωB97M-V with the def2-TZVPD basis set.

```
56
Properties=species:S:1:pos:R:3:lowdin_charge:R:1
C -2.176 -2.717 -1.257 -0.006
H 0.510 -2.125 1.884 0.066
P 1.197 2.930 -0.918 0.337
H -4.100 -2.975 -0.386 0.117
P 1.430 3.926 1.936 0.415
N -0.715 -1.073 -0.328 0.006
C -3.807 -1.286 1.730 -0.049
C 0.865 -2.987 1.332 -0.118
H -0.386 5.277 -0.094 0.093
C 0.081 -2.450 -2.228 -0.044
H 3.026 -3.779 -1.143 0.102
H 0.710 3.123 -3.002 0.040
Ru 0.866 0.317 -0.364 0.841
C -3.460 -0.445 2.753 -0.086
O 0.763 0.502 -2.712 -0.439
H 0.445 -6.346 1.121 0.092
O -1.591 0.403 -3.010 -0.312
O 1.390 5.342 2.694 -0.120
S 0.341 0.584 1.837 0.749
C 1.550 4.372 0.163 -0.591
C -0.939 -2.014 -1.225 -0.292
C -2.889 -1.537 0.688 -0.156
H 0.871 6.398 0.456 0.075
C 2.286 -3.919 -0.364 -0.146
C 1.821 -2.805 0.333 -0.636
H -0.265 -2.217 -3.235 0.083
O 2.532 3.051 2.351 -0.270
O -0.334 2.125 -4.030 -0.338
H 0.184 -3.534 -2.150 0.090
H -4.772 -1.775 1.707 0.106
H 2.275 5.726 2.690 0.086
H -0.122 2.509 1.953 -0.083
H 2.171 -6.040 -0.632 0.096
O -0.149 2.278 -0.635 -0.391
C -1.644 -0.886 0.679 -0.215
C -2.190 0.153 2.781 -0.096
H -2.314 -3.451 -2.040 0.119
Cl -0.352 0.728 -3.645 0.694
H 0.851 5.837 -1.233 0.079
S 2.472 -1.206 -0.078 0.648
C 0.835 -5.359 0.905 -0.108
O -0.138 -0.089 -4.801 -0.318
C 0.373 -4.253 1.608 -0.085
H -1.908 0.787 3.613 0.108
H 3.450 3.951 0.115 0.085
H -4.157 -0.248 3.558 0.100
O -0.051 3.449 2.215 -0.171
C -3.147 -2.460 -0.353 0.001
C 1.800 -5.187 -0.077 -0.105
O 2.924 4.757 -0.009 -0.062
H -0.379 -4.375 2.379 0.101
C 0.663 5.553 -0.200 -0.067
C -1.282 -0.061 1.767 -0.530
O 2.292 1.894 -0.687 -0.408
H 1.049 -1.989 -2.076 0.023
O 1.242 3.618 -2.336 -0.110
```

Values from the calculation:
calculated total energy	-3614.64955	a.u.
orbital gap (spin up / spin down)	7.521 / 7.017	eV
ΔE to the lowest compared entry with this formula, charge and spin	0.023	eV
total charge	-1
2S+1	2
E_LUMO (spin up / spin down)	2.240 / 1.838	eV
HOMO energy (spin up / spin down)	-5.28 / -5.18	eV

# 2
Here is a molecular structure, C17H34NO3Rb from OMol25. Energies are from ωB97M-V with the def2-TZVPD basis set.

```
56
Properties=species:S:1:pos:R:3:lowdin_charge:R:1
H -0.937 -0.352 1.904 0.020
H 2.460 0.486 -3.197 0.114
H -1.342 -6.128 2.953 0.112
H 1.569 3.780 0.490 0.103
H 2.017 -2.020 -1.918 0.123
C -1.127 -4.995 1.034 -0.224
H -3.267 3.627 0.693 0.083
N -1.273 2.066 0.701 -0.222
C 0.950 0.957 0.421 -0.030
H 0.036 -6.522 1.958 0.109
H -1.139 -5.663 0.175 0.123
H -3.169 3.217 -1.089 0.071
H -1.187 0.953 3.139 0.090
O -0.285 -3.883 0.799 -0.308
C -0.543 4.375 0.755 -0.144
C -2.725 3.734 -0.241 -0.049
H 3.146 -1.785 -3.919 0.114
H 1.872 0.674 0.944 0.082
H -0.935 4.051 -2.081 0.079
H 0.574 0.126 -0.176 0.038
C -0.603 -5.699 2.281 -0.144
C 0.514 -3.516 1.948 -0.145
C 1.374 -2.107 -2.804 -0.222
C -0.097 1.572 1.387 -0.538
O -2.029 1.068 0.091 -0.376
H -2.724 4.795 -0.539 0.077
H -0.128 -4.244 3.907 0.107
H 1.683 -1.909 -4.954 0.115
H 1.263 1.705 -0.306 0.055
C 0.291 -4.651 2.991 -0.134
C 0.816 3.934 1.270 -0.190
C 0.616 2.702 2.125 -0.158
H 0.417 3.114 -1.508 0.060
C -0.674 3.170 -1.483 -0.047
H 1.711 0.475 -4.815 0.112
C 2.090 -1.534 -4.018 -0.154
C -0.519 0.518 2.396 -0.048
H -2.137 -4.600 1.220 0.115
Rb -1.646 -1.854 -0.493 0.969
H 1.145 -3.172 -2.915 0.121
H 1.248 4.743 1.875 0.108
H 1.544 -3.460 1.621 0.123
O 0.196 -1.338 -2.608 -0.274
H 0.072 -2.630 2.398 0.106
H 0.048 0.730 -2.673 0.091
H -1.184 4.500 1.637 0.120
H 1.217 -5.159 3.260 0.106
H 0.021 3.006 2.998 0.121
H 0.382 0.204 2.945 0.083
H -1.102 2.281 -1.946 0.055
H -0.366 -0.123 -4.157 0.125
H 1.545 2.311 2.554 0.115
H -0.530 5.313 0.199 0.116
C -1.262 3.295 -0.062 -0.541
C 1.775 -0.040 -3.856 -0.141
C 0.336 -0.097 -3.316 -0.177
```

Values from the calculation:
calculated total energy	-972.59437	a.u.
orbital gap	4.277	eV
ΔE to the lowest compared entry with this formula, charge and spin	0.000	eV
total charge	0
E_LUMO	-0.284	eV
HOMO energy	-4.56	eV

# 3
Here is a molecular structure, C13H13Cl5N4OPSeZn from OMol25. Energies are from ωB97M-V with the def2-TZVPD basis set.

```
39
Properties=species:S:1:pos:R:3:lowdin_charge:R:1
Cl -0.225 -3.447 -1.011 0.790
C -0.693 -2.727 1.539 -0.419
C 0.314 -2.955 0.558 -0.625
C 0.523 0.160 -1.737 -0.284
C -0.026 1.292 0.949 -0.242
N -5.069 -3.946 -0.631 0.106
H -0.734 1.787 1.637 0.116
N -0.440 3.001 -1.457 -0.163
H 0.580 0.516 1.523 0.126
Cl 3.673 -2.217 2.487 0.717
H 0.095 -0.084 -2.732 0.111
H 1.263 3.310 -2.640 0.133
H 1.066 -0.768 -1.413 0.061
C 1.086 -2.536 3.253 -0.709
N 1.355 1.378 -1.794 -0.155
H 1.476 2.782 1.240 0.189
H -2.334 2.497 -0.681 0.106
H 0.125 2.125 -3.293 0.139
C -1.547 2.056 -1.319 -0.299
C 0.606 2.498 -2.381 -0.135
Cl 1.633 -2.298 4.858 0.725
H -0.661 3.786 0.463 0.160
Se -3.908 -1.756 -2.263 0.668
Zn -2.398 -2.258 -0.613 0.380
N 0.939 2.344 0.491 -0.080
H 0.775 4.256 -0.402 0.144
H 2.675 2.443 -0.710 0.137
C -0.261 -2.719 2.931 -0.646
P -0.872 0.528 -0.519 1.022
H 2.387 0.760 -0.089 0.156
C 2.048 -2.547 2.209 -0.748
C 1.643 -2.755 0.859 -0.763
Cl -1.459 -2.709 4.109 0.785
Cl 2.780 -2.929 -0.372 0.741
O -1.995 -2.746 1.190 -0.249
C -4.522 -3.073 -1.184 -0.899
C 0.134 3.404 -0.216 -0.140
H -1.967 1.854 -2.348 0.124
C 1.936 1.694 -0.491 -0.078
```

Values from the calculation:
calculated total energy	-7620.25228	a.u.
orbital gap	7.675	eV
ΔE to the lowest compared entry with this formula, charge and spin	0.000	eV
total charge	+1
E_LUMO	-3.299	eV
HOMO energy	-10.97	eV

# 4
Here is 2 unconnected molecules or ions with the total composition C6H12N2O from OMol25. Energies are from ωB97M-V with the def2-TZVPD basis set.

```
21
Properties=species:S:1:pos:R:3:lowdin_charge:R:1
C -1.034 0.042 -1.648 -0.115
H 0.695 2.106 0.138 0.089
H 1.682 -1.930 0.184 0.103
O 0.883 -0.165 1.604 -0.014
H 2.539 -0.840 -0.892 0.106
C -0.336 0.401 1.868 -0.268
H -0.152 -0.326 -2.180 0.062
H 1.441 1.421 -1.326 0.083
N -1.309 -1.717 0.005 0.028
N 1.744 -1.050 -0.307 0.146
H -0.498 -2.296 -0.184 0.057
C 1.396 1.362 -0.238 -0.018
H -1.637 -1.924 0.942 0.072
H -1.880 0.239 0.245 0.109
C -1.023 -0.301 -0.158 -0.321
C 1.005 -0.018 0.230 -0.506
H 2.388 1.610 0.163 0.094
C -0.986 1.060 2.700 0.124
H -1.919 1.587 2.775 0.029
H -1.916 -0.385 -2.138 0.072
H -1.082 1.125 -1.784 0.068
```

Values from the calculation:
calculated total energy	-420.37557	a.u.
orbital gap	8.474	eV
ΔE to the lowest compared entry with this formula, charge and spin	5.669	eV
total charge	0
E_LUMO	0.827	eV
HOMO energy	-7.65	eV

# 5
Here is a molecular structure, C4H8O2Rb from OMol25. Energies are from ωB97M-V with the def2-TZVPD basis set.

```
15
Properties=species:S:1:pos:R:3:lowdin_charge:R:1
H -0.942 0.914 1.266 0.053
O -1.639 2.361 -1.299 -0.094
H 1.718 -0.239 1.300 0.052
H 1.602 -0.019 -0.497 0.051
H -0.056 -2.029 -0.523 0.085
O 0.870 -2.688 1.200 -0.326
C -1.372 1.040 -0.858 -0.364
C -0.430 1.076 0.308 -0.092
H -2.124 2.324 -2.127 0.071
H -2.310 0.531 -0.568 0.107
C 1.114 -0.429 0.397 -0.104
Rb 3.658 -3.501 2.452 0.834
H -0.928 0.443 -1.677 0.103
C 0.702 -1.798 0.249 -0.436
H 0.135 2.014 0.377 0.060
```

Values from the calculation:
calculated total energy	-331.60262	a.u.
orbital gap (spin up / spin down)	2.592 / 6.097	eV
ΔE to the lowest compared entry with this formula, charge and spin	0.000	eV
total charge	0
2S+1	2
E_LUMO (spin up / spin down)	-1.147 / -1.244	eV
HOMO energy (spin up / spin down)	-3.74 / -7.34	eV

# 6
Here is a single C2H4N2O molecule from OMol25. Energies are from ωB97M-V with the def2-TZVPD basis set.

```
9
Properties=species:S:1:pos:R:3:lowdin_charge:R:1
N -0.140 -1.522 0.577 0.162
N 0.069 0.823 0.387 0.092
C -0.482 0.664 -0.920 -0.473
H 0.481 -2.261 0.927 0.069
H 1.060 -0.272 1.755 0.127
C 0.319 -0.365 0.952 -0.317
H -1.379 1.272 -0.538 0.218
O -0.972 -0.463 -1.297 -0.015
H 0.065 1.318 -1.631 0.137
```

Values from the calculation:
calculated total energy	-263.17699	a.u.
orbital gap (spin up / spin down)	7.191 / 7.317	eV
ΔE to the lowest compared entry with this formula, charge and spin	5.069	eV
total charge	0
E_LUMO (spin up / spin down)	-2.224 / -2.252	eV
HOMO energy (spin up / spin down)	-9.42 / -9.57	eV